Run A
Below is a 2-piece molecular cluster, C5H15N2O overall, with properties calculated with ωB97M-V with the def2-TZVPD basis set.

Last column: Löwdin charge in e.
Element x y z (Å)
C -0.40 0.32 -2.91  -0.090
C -1.31 -0.46 -1.93  -0.242
C -0.51 -1.19 -0.83  -0.172
C 0.27 -0.38 0.15  -0.245
C 1.30 -0.84 0.86  -0.087
N 1.80 -0.17 1.99  0.051
N -0.42 0.88 0.54  0.242
H -0.97 1.13 -3.38  0.078
H -0.14 -0.29 -3.77  0.082
H 0.44 0.76 -2.38  0.066
H -2.10 0.13 -1.48  0.099
H -1.70 -1.27 -2.55  0.113
H 0.18 -1.83 -1.36  0.123
H -1.20 -1.87 -0.34  0.128
H 1.65 -1.84 0.68  0.142
H 2.61 -0.64 2.37  0.107
H 2.00 0.80 1.76  0.099
H -1.39 0.77 0.86  0.181
H 0.06 1.42 1.26  0.122
H -0.49 1.42 -0.32  0.158
H 0.86 1.16 3.51  0.034
H -0.48 0.69 3.94  0.072
O -0.07 1.29 3.30  -0.059

Computed properties:
* E_LUMO: -3.2 eV
* HOMO energy: -12.9713 eV
* spin multiplicity: 1
* frontier orbital gap: 9.72 eV
* charge: +1

Run B
Below is a 2-piece molecular cluster, C5H15N2O overall, with properties calculated with ωB97M-V with the def2-TZVPD basis set.

Last column: Löwdin charge in e.
Element x y z (Å)
C 1.00 -2.88 0.22  -0.104
C -0.42 -2.32 0.49  -0.205
C -0.58 -1.10 -0.55  -0.176
C 0.43 0.05 -0.40  -0.155
N 1.41 2.72 -0.25  0.212
C 0.34 2.34 0.45  -0.152
N 0.05 1.08 0.63  0.062
H 1.00 -3.63 -0.57  0.081
H 1.71 -2.10 0.06  0.040
H 1.33 -3.39 1.14  0.086
H -1.09 -3.14 0.16  0.117
H -0.59 -1.96 1.50  0.092
H -0.40 -1.59 -1.53  0.119
H -1.65 -0.79 -0.67  0.120
H 0.56 0.44 -1.40  0.121
H 1.39 -0.29 -0.03  0.109
H 1.70 2.03 -0.93  0.113
H 1.78 3.66 -0.18  0.140
H -0.28 3.04 1.02  0.156
H -0.60 0.78 1.34  0.167
H -3.02 2.74 0.16  0.070
H -1.95 1.71 -0.47  0.024
O -2.13 2.60 -0.17  -0.035

Computed properties:
* E_LUMO: -3.3 eV
* HOMO energy: -14.7574 eV
* spin multiplicity: 1
* frontier orbital gap: 11.44 eV
* charge: +1

Most stable structure: run B

Run A
Below is C5H11N2 as an isolated structure, with properties calculated with ωB97M-V with the def2-TZVPD basis set.

Last column: Löwdin charge in e.
Element x y z (Å)
C 1.05 0.12 2.55  0.040
C 0.45 0.43 1.56  -0.028
C 0.89 1.82 -1.49  -0.041
C -0.60 -2.08 0.03  0.067
C -0.53 0.54 -0.13  -0.258
N 0.31 0.50 -1.18  -0.072
N -1.25 -0.69 0.14  0.019
H 1.19 -0.05 3.58  0.024
H 0.15 2.51 -1.59  0.061
H 1.58 2.02 -0.65  0.105
H 1.59 1.67 -2.32  0.107
H -0.95 -2.60 0.82  0.059
H -0.88 -2.50 -0.97  0.127
H 0.49 -1.93 0.22  0.114
H -0.91 1.53 -0.08  0.141
H 1.08 -0.24 -1.23  0.179
H -2.20 -0.53 -0.35  0.230
H -1.47 -0.50 1.08  0.127

Computed properties:
* E_LUMO: -3.4 eV
* HOMO energy: -13.8430 eV
* spin multiplicity: 1
* frontier orbital gap: 10.42 eV
* charge: +1

Run B
Below is an isolated ion of composition C5H11N2 and charge +1, with properties calculated with ωB97M-V with the def2-TZVPD basis set.

Last column: Löwdin charge in e.
Element x y z (Å)
C 1.88 0.39 0.24  -0.267
C 1.09 -0.60 0.89  -0.175
C -0.38 -0.78 0.33  -0.303
C -1.26 0.44 0.79  -0.005
C -0.46 -0.88 -1.18  -0.112
N 1.44 1.22 -0.62  0.140
N -1.97 1.09 -0.01  0.229
H 2.96 0.45 0.58  0.147
H 1.59 -1.66 0.77  0.171
H 0.93 -0.24 2.00  0.156
H -0.78 -1.73 0.85  0.179
H -1.27 0.59 1.97  0.202
H 0.27 -1.58 -1.72  0.129
H -0.51 0.11 -1.79  0.098
H -1.37 -1.36 -1.48  0.071
H 2.25 1.70 -0.85  0.028
H -2.52 1.90 0.26  0.170
H -1.87 0.93 -1.03  0.143

Computed properties:
* E_LUMO: -4.5 eV
* HOMO energy: -14.1870 eV
* spin multiplicity: 1
* SMILES: [H]/N=C/C[C@H](C)C=[NH2+]
* frontier orbital gap: 9.64 eV
* charge: +1

Most stable structure: run B

Run A
Below is an isolated ion of composition C5H11N2 and charge +1, with properties calculated with ωB97M-V with the def2-TZVPD basis set.

Last column: Löwdin charge in e.
Element x y z (Å)
C 0.87 -1.02 0.39  0.046
C 2.91 0.10 -0.20  0.147
C -0.23 -0.08 -0.01  -0.597
C -1.14 0.04 1.23  -0.028
C -1.16 -0.58 -1.13  -0.004
N 2.05 -0.75 0.05  0.129
N 0.36 1.24 -0.29  0.091
H 0.53 -2.02 0.77  0.193
H 3.10 0.84 0.51  0.114
H 3.47 0.16 -1.14  0.140
H -0.64 0.26 2.27  0.135
H -1.95 -0.71 1.25  0.102
H -1.53 1.06 1.13  0.090
H -1.74 0.28 -1.31  0.077
H -1.75 -1.40 -0.78  0.085
H -0.64 -0.75 -2.10  0.115
H -0.41 1.77 -0.52  0.061
H 0.92 1.14 -1.16  0.105

Computed properties:
* E_LUMO: -5.1 eV
* HOMO energy: -14.5178 eV
* spin multiplicity: 1
* SMILES: C=[N+]=CC(C)(C)N
* frontier orbital gap: 9.38 eV
* charge: +1

Run B
Below is a 2-piece molecular cluster, C5H11N2 overall, with properties calculated with ωB97M-V with the def2-TZVPD basis set.

Last column: Löwdin charge in e.
Element x y z (Å)
C 2.28 0.78 0.20  0.030
C 1.42 0.55 -0.76  0.134
C -0.56 -0.42 0.74  -0.386
C -1.37 0.11 -1.68  -0.060
C -0.77 0.47 -0.38  -0.118
N -0.30 0.11 1.97  0.170
N -0.59 -1.75 0.63  0.225
H 3.26 0.91 0.07  0.047
H 2.14 0.82 1.18  0.023
H 1.34 0.43 -1.81  0.073
H -0.93 -0.81 -1.94  0.057
H -0.99 0.79 -2.39  0.078
H -2.48 -0.03 -1.72  0.124
H -0.86 1.43 -0.04  0.085
H -0.26 1.11 2.17  0.140
H -0.83 -0.37 2.69  0.134
H -0.44 -2.01 -0.32  0.115
H -0.05 -2.11 1.38  0.128

Computed properties:
* E_LUMO: -4.3 eV
* HOMO energy: -13.8543 eV
* spin multiplicity: 1
* frontier orbital gap: 9.52 eV
* charge: +1

Most stable structure: run A

Run A
Below is a 2-piece molecular cluster, C5H11N2 overall, with properties calculated with ωB97M-V with the def2-TZVPD basis set.

Last column: Löwdin charge in e.
Element x y z (Å)
C -1.57 -0.51 -0.33  0.096
C -0.63 -1.48 -0.78  0.022
C 2.85 -0.40 0.98  -0.038
C 2.32 1.19 -0.58  -0.116
C -3.58 0.78 0.54  -0.015
N 2.00 -0.02 0.14  -0.126
N -2.60 -0.03 -0.01  0.138
H -0.79 -1.83 -1.73  0.094
H 0.39 -0.94 -0.67  0.098
H 3.64 0.14 1.32  0.036
H 2.77 -1.51 1.40  0.119
H 3.06 1.86 -0.07  0.112
H 2.83 0.86 -1.43  0.062
H 1.35 1.49 -0.92  0.061
H -3.40 0.90 1.59  0.107
H -3.54 1.68 0.04  0.084
H -4.55 0.08 0.62  0.178
H -0.55 -2.26 -0.11  0.088

Computed properties:
* E_LUMO: -4.0 eV
* HOMO energy: -13.3161 eV
* spin multiplicity: 1
* frontier orbital gap: 9.32 eV
* charge: +1

Run B
Below is a 2-piece molecular cluster, C5H11N2 overall, with properties calculated with ωB97M-V with the def2-TZVPD basis set.

Last column: Löwdin charge in e.
Element x y z (Å)
C 1.90 -0.65 -0.04  -0.092
C 1.59 0.76 -0.39  -0.075
C 0.02 0.80 -0.34  -0.265
C -0.20 -0.75 -0.44  -0.311
C -0.71 1.33 0.90  -0.026
N 0.90 -1.45 0.07  0.080
N -1.47 -1.40 0.01  0.244
H 2.94 -0.95 0.13  0.147
H 2.00 1.27 0.45  0.118
H 1.76 1.21 -1.31  0.113
H -0.55 1.36 -1.06  0.131
H -0.05 -1.13 -2.23  0.254
H -1.17 0.41 1.49  0.105
H -1.51 1.88 0.55  0.059
H -0.15 1.95 1.57  0.087
H -1.26 -2.26 0.44  0.148
H -2.24 -1.53 -0.59  0.162
H -1.81 -0.85 0.79  0.121

Computed properties:
* E_LUMO: -4.5 eV
* HOMO energy: -13.7838 eV
* spin multiplicity: 1
* frontier orbital gap: 9.31 eV
* charge: +1

Run C
Below is a 2-piece molecular cluster, C5H11N2 overall, with properties calculated with ωB97M-V with the def2-TZVPD basis set.

Last column: Löwdin charge in e.
Element x y z (Å)
C 2.49 -0.21 -0.41  -0.177
C -1.75 0.57 -0.30  -0.150
C 3.87 -0.16 -0.10  -0.054
C -3.87 -0.70 0.50  -0.077
C -2.79 -0.11 -0.45  -0.120
N 1.55 0.19 0.33  0.171
N -0.72 1.20 -0.02  0.112
H 2.18 -0.62 -1.40  0.166
H 4.33 -1.16 -0.14  0.111
H 4.41 0.38 -0.93  0.125
H 4.24 0.31 0.88  0.127
H -3.80 -0.38 1.58  0.083
H -4.88 -0.42 0.06  0.093
H -3.77 -1.82 0.68  0.094
H -3.05 -0.43 -1.50  0.144
H 0.57 0.50 -0.10  0.058
H -0.90 2.19 0.10  0.119
H 1.90 0.66 1.21  0.174

Computed properties:
* E_LUMO: -3.7 eV
* HOMO energy: -13.2482 eV
* spin multiplicity: 1
* frontier orbital gap: 9.58 eV
* charge: +1

Most stable structure: run C